Formula: C20H34BCaCl2F4Li2N2O9S
Source: OMol25
Level of theory: wB97M-V/def2-TZVPD

Summary:
E_tot = -108953.1819 eV
orbital gap = 1.162 eV
LUMO = -6.43 eV

Geometry as ORCA input:
```
! RIJCOSX wB97M-V def2-TZVPD def2/J DEFGRID3
* xyz 1 1
C 3.927 -4.305 2.640
B 2.736 -3.488 2.048
O 3.011 -2.139 1.565
C 1.250 -3.929 1.851
C 0.830 -5.197 1.482
C -0.521 -5.557 1.277
C -1.527 -4.646 1.439
C -1.192 -3.314 1.825
N -2.066 -2.337 2.005
S -1.199 -1.029 2.411
N 0.335 -1.631 2.396
C 0.208 -2.910 2.039
H 4.838 -3.711 2.458
H 4.036 -5.227 2.043
H 3.868 -4.484 3.723
H 3.356 -2.272 0.658
H 1.599 -5.951 1.311
H -0.715 -6.577 0.954
H -2.552 -4.948 1.259
Ca 1.803 -1.993 -0.508
C 5.198 -2.038 5.554
C 6.401 -2.926 5.118
O 6.113 -4.174 5.462
H 5.034 -2.076 6.630
H 5.391 -0.993 5.287
H 4.277 -2.341 5.053
H 7.290 -2.449 5.577
H 6.549 -2.703 4.036
C 0.530 -1.053 -7.048
C 0.626 -0.265 -5.752
O 1.840 -0.500 -5.028
C 3.050 -0.162 -5.688
C 3.174 1.294 -6.086
H 0.615 -2.138 -6.854
H -0.424 -0.868 -7.537
H 1.320 -0.781 -7.755
H -0.185 -0.570 -5.093
H 0.493 0.799 -5.931
H 3.189 -0.813 -6.569
H 3.852 -0.407 -4.987
H 2.400 1.594 -6.792
H 4.142 1.478 -6.551
H 3.080 1.931 -5.207
C -1.379 4.411 -2.641
C -2.497 5.045 -3.463
O -2.143 5.285 -4.777
C -2.188 4.150 -5.733
O -3.303 3.507 -5.691
C -0.956 3.195 -5.597
F 0.196 3.868 -5.302
F -0.706 2.558 -6.762
F -1.069 2.223 -4.655
H -0.409 4.847 -2.876
H -1.576 4.552 -1.566
H -1.317 3.336 -2.816
H -2.699 6.033 -3.032
H -3.434 4.478 -3.380
H -1.945 4.685 -6.678
Cl -2.221 -4.161 -1.096
Li 2.549 -2.571 -6.204
O -4.116 0.024 3.858
H -4.909 -0.447 4.195
H -3.620 -0.506 3.197
H -3.529 0.312 4.592
C -5.061 2.954 5.605
C -5.606 2.416 6.902
O -4.688 2.903 7.845
C -4.179 4.084 7.319
O -3.581 4.893 7.913
O -4.472 4.168 5.985
F -5.573 1.041 6.916
H -4.288 2.300 5.177
H -5.839 3.116 4.859
H -6.611 2.761 7.146
Cl -2.468 6.460 6.275
Li -2.345 3.888 -0.232
*
```